The ion C4H10N3 with charge +1 at a distorted geometry, computed with ωB97M-V with the def2-TZVPD basis set.

XYZ file:
```
17
Properties=species:S:1:pos:R:3:mulliken_charge:R:1
C 1.3270 0.3172 1.1431 -1.1950
C 0.7449 0.3248 -0.2098 0.7665
N 1.4093 0.4733 -1.3804 -0.5174
N -0.6529 1.3780 -0.1253 -0.5171
C -1.6920 0.7498 -0.0659 0.0080
C -1.6742 -0.7912 0.0592 -0.5390
N -0.2407 -1.0430 -0.2231 -0.4205
H 1.6008 1.4257 1.4332 0.3400
H 2.2908 -0.2426 1.0599 0.4008
H 0.6288 -0.3022 1.8058 0.3208
H 2.3478 0.7594 -1.3121 0.2793
H 0.9637 1.1541 -1.8871 0.2795
H -2.6950 1.2848 -0.0992 0.3808
H -1.9220 -1.0910 1.1251 0.2715
H -2.4651 -1.2623 -0.5497 0.3705
H 0.2378 -1.6533 0.4448 0.3759
H -0.2091 -1.4815 -1.2187 0.3955
```

Results
charge = +1
SMILES = C[C@]1(N)N=CC[NH2+]1
molecular weight = 100.14 g mol⁻¹
HOMO-LUMO gap = 10.96 eV
calculated total energy = -322.3667 Eh
energy relative to the best compared isomer or geometry (same formula, charge and spin) = 58.9 kcal/mol